59
Properties=species:S:1:pos:R:3:forces:R:3 method="wB97M-V/def2-TZVPD" orbital_gap_ev="5.77 / 5.77" energy_ev=-53916.755 multiplicity=1 lumo_ev="-6.9 / -6.9" total_charge=+2 de_lowest_kj_mol=71.3
W 0.2272 -0.3991 0.2948 -0.14 0.04 0.42
C -2.7248 1.9747 2.9016 0.01 0.05 -0.01
C -1.9736 1.1848 1.8816 0.18 -0.18 -0.12
N -0.6982 1.1554 1.7182 -0.28 -0.18 -0.09
N 0.1106 1.8116 2.6075 0.06 0.14 -0.14
C 1.4117 1.4490 2.7514 0.00 0.20 0.17
N 2.0708 2.0121 3.7584 -0.09 -0.06 -0.10
S 2.1766 0.3855 1.7019 -0.11 0.03 -0.03
C -2.7366 0.2229 1.0407 0.25 0.05 0.01
C -4.1183 0.1753 1.0647 0.04 -0.15 -0.06
C -4.7720 -0.8941 0.4607 0.02 0.03 0.02
C -4.0102 -1.9129 -0.0759 0.05 0.01 0.01
C -2.6285 -1.7845 -0.0763 -0.01 0.05 0.05
N -1.9918 -0.7059 0.3909 -0.26 -0.21 0.12
H -2.1057 2.4938 3.6269 -0.03 0.01 -0.01
H -3.3909 1.3160 3.4578 0.01 0.00 0.01
H -3.3380 2.7289 2.4020 -0.01 -0.01 0.02
H -0.3409 2.3274 3.3486 0.03 -0.03 -0.02
H 1.6407 2.6527 4.4063 0.01 0.00 0.01
H 3.0241 1.7401 3.9400 0.00 0.00 -0.03
H -4.6889 0.9394 1.5709 0.02 0.03 0.01
H -5.8520 -0.9435 0.4614 0.00 -0.02 0.00
H -4.4561 -2.8100 -0.4809 -0.04 0.01 0.01
H -2.0086 -2.6046 -0.4226 0.01 0.05 -0.03
N -0.2003 -1.2632 -1.7307 -0.14 0.08 -0.26
C 0.5870 -2.4828 -2.0899 -0.07 -0.01 0.08
C 1.0617 -3.1723 -0.8156 -0.14 0.00 -0.06
O 1.6040 -4.2584 -0.8608 0.02 -0.03 -0.01
N 0.8235 -2.4340 0.2838 -0.16 0.21 -0.13
C 1.1938 -2.9964 1.5658 0.04 -0.08 0.02
C 0.5361 -2.1571 2.6405 -0.04 0.08 0.03
O 0.6425 -2.3223 3.8182 0.01 -0.08 -0.02
O -0.2121 -1.1595 2.1239 0.30 -0.02 0.05
H -1.1824 -1.5165 -1.7485 0.01 0.09 -0.02
H -0.1075 -0.5630 -2.4639 0.03 -0.10 -0.04
H 1.4423 -2.1937 -2.6986 0.02 -0.01 0.03
H -0.0168 -3.1712 -2.6798 0.03 -0.02 0.02
H 2.2759 -3.0081 1.7472 -0.02 0.03 -0.02
H 0.8666 -4.0355 1.6495 0.02 0.02 0.01
C 4.2591 -0.9633 -1.5851 -0.01 0.00 0.01
C 4.2777 -0.0667 -2.6399 -0.02 0.00 0.00
C 3.1842 0.7601 -2.8381 -0.04 -0.05 0.08
C 2.0949 0.6657 -1.9837 0.02 -0.01 0.16
N 2.0697 -0.2267 -0.9720 0.15 -0.07 -0.12
C 3.1397 -1.0174 -0.7798 -0.05 0.01 -0.06
C 0.9166 1.5479 -2.0675 0.01 0.07 0.11
C 0.7592 2.4727 -3.0930 -0.05 0.01 0.09
C -0.3188 3.3370 -3.0788 0.01 -0.04 0.03
C -1.2154 3.2434 -2.0267 0.02 -0.02 0.02
C -1.0207 2.2752 -1.0636 -0.05 -0.05 -0.08
N 0.0137 1.4165 -1.0603 0.33 0.11 -0.10
H 5.0867 -1.6282 -1.3860 0.01 0.00 -0.01
H 5.1311 -0.0046 -3.3006 0.02 0.00 0.00
H 3.1960 1.4773 -3.6433 -0.01 0.02 -0.01
H 3.0740 -1.7304 0.0290 0.01 0.03 0.01
H 1.4785 2.5234 -3.8949 0.02 0.00 -0.01
H -0.4534 4.0626 -3.8683 0.00 0.02 0.00
H -2.0730 3.8958 -1.9500 0.00 0.02 -0.03
H -1.7409 2.1786 -0.2692 0.02 -0.05 -0.02

***

65
Properties=species:S:1:pos:R:3:forces:R:3 method="wB97M-V/def2-TZVPD" orbital_gap_ev="6.95 / 7.42" energy_ev=-42354.798 multiplicity=3 lumo_ev="-6.9 / -7.1" total_charge=+2 de_lowest_kj_mol=72.4
W 0.6112 -0.0919 0.3131 1.55 -1.93 2.05
C 1.3559 -2.8544 1.3340 -0.36 -0.63 0.17
N 2.1093 -1.6938 0.7839 0.31 -0.42 0.08
C 3.1362 -1.3566 1.8150 0.31 0.38 0.20
C 3.8040 0.0098 1.6738 -0.36 0.04 0.02
C 2.8684 1.1933 1.9367 0.49 -0.21 0.58
N 1.8607 1.3536 0.8873 1.25 3.52 -0.24
C 1.8269 2.5625 0.3003 -0.01 -1.30 0.44
C 0.8791 2.9718 -0.6697 -0.68 -0.12 -0.41
C 1.1055 4.1576 -1.4115 -0.05 -0.06 0.04
C 0.1849 4.6257 -2.3145 0.22 0.13 0.06
C -1.0359 3.9695 -2.4764 0.10 -0.33 0.28
C -1.3118 2.8266 -1.7539 -0.04 -0.24 0.09
C -0.3623 2.2891 -0.8831 0.37 0.82 -0.03
O -0.6380 1.1877 -0.1894 -1.55 2.02 -0.63
C 2.7228 -2.1993 -0.4940 0.19 -0.14 -0.41
C 3.5107 -1.2364 -1.3998 -0.24 0.11 0.22
C 2.7664 0.0693 -1.7816 0.80 0.06 -0.03
N 1.3456 -0.0956 -1.5415 -0.38 -0.17 -3.20
C 0.5524 -0.2741 -2.5904 0.42 -0.01 0.96
C -0.7959 -0.7220 -2.4969 -0.59 -0.29 0.30
C -1.6112 -0.7020 -3.6518 0.01 -0.05 0.09
C -2.8972 -1.1892 -3.6344 0.14 0.15 -0.25
C -3.4182 -1.7422 -2.4682 0.33 0.02 0.25
C -2.6413 -1.8136 -1.3273 0.10 -0.05 0.13
C -1.3432 -1.3088 -1.3120 -0.08 -0.17 -0.82
O -0.6090 -1.4265 -0.1959 -1.71 -1.43 -1.02
H 2.0211 -3.7108 1.4914 0.07 0.16 -0.02
H 0.5583 -3.1631 0.6504 0.29 0.14 0.16
H 0.9048 -2.6024 2.3002 0.12 0.05 -0.24
H 3.9110 -2.1341 1.8291 -0.21 -0.03 -0.10
H 2.6379 -1.3798 2.7952 0.06 -0.07 -0.26
H 4.2726 0.1310 0.6982 0.09 0.01 0.06
H 4.5990 0.0513 2.4214 0.01 0.00 -0.06
H 3.4761 2.1005 2.0218 -0.17 -0.05 -0.04
H 2.3568 1.0561 2.9035 0.10 0.02 -0.26
H 2.5795 3.2937 0.5868 0.04 -0.04 0.05
H 2.0358 4.6866 -1.2759 0.14 0.09 0.07
H 0.3928 5.5158 -2.8854 0.05 0.10 -0.03
H -1.7722 4.3548 -3.1621 -0.10 0.07 -0.10
H -2.2584 2.3147 -1.8519 -0.06 -0.05 -0.02
H 1.8907 -2.6098 -1.0858 0.21 0.05 0.28
H 3.3957 -3.0329 -0.2517 -0.20 0.07 0.07
H 3.6953 -1.8062 -2.3137 0.03 -0.02 0.09
H 4.4901 -1.0085 -0.9794 -0.04 0.02 -0.07
H 2.9605 0.3066 -2.8337 -0.10 0.00 0.17
H 3.1250 0.9193 -1.1848 -0.06 -0.31 -0.21
H 0.9469 -0.1009 -3.5903 0.14 -0.01 0.06
H -1.2087 -0.2951 -4.5679 0.07 0.06 -0.09
H -3.4976 -1.1604 -4.5302 -0.02 0.03 -0.07
H -4.4211 -2.1368 -2.4552 -0.13 -0.04 0.00
H -3.0182 -2.2716 -0.4241 -0.03 -0.02 0.05
C -1.6246 -1.7378 3.5960 0.26 0.22 -0.28
Sb -0.7135 -0.0200 2.6633 -1.60 0.21 2.41
C -0.0639 0.9934 4.4472 0.13 -0.21 -0.34
C -2.4900 1.1525 2.3393 0.31 -0.17 -0.16
H -2.4615 -1.3748 4.1855 -0.04 0.08 0.03
H -0.9246 -2.2456 4.2567 0.06 0.02 -0.05
H -1.9920 -2.4319 2.8438 0.03 -0.01 -0.03
H -0.9146 1.0692 5.1169 -0.13 0.00 -0.01
H 0.2932 1.9920 4.2070 0.00 0.05 -0.02
H 0.7222 0.4397 4.9545 0.07 -0.04 -0.02
H -3.0050 1.3171 3.2849 0.09 -0.08 -0.01
H -3.1430 0.6147 1.6502 0.04 0.09 0.03
H -2.2076 2.1115 1.9002 -0.06 -0.12 0.04

***

15
Properties=species:S:1:pos:R:3:forces:R:3 method="wB97M-V/def2-TZVPD" orbital_gap_ev=8.08 energy_ev=-19867.941 multiplicity=1 lumo_ev=-0.2 total_charge=0 de_lowest_kj_mol=260.3 smiles="OB(O)[C@H]1C[C@H]1C=S"
O -0.1199 -0.1286 2.4567 -0.33 -1.42 -0.47
B 0.2574 0.5880 1.3798 1.21 2.32 0.60
O 0.4405 1.9804 1.5687 -0.40 -0.43 -0.67
C 0.9003 0.0453 0.0287 -4.11 1.54 0.20
C 0.1040 -0.8117 -0.7807 -2.44 -1.95 2.20
C -0.1400 0.5897 -1.2627 2.96 -1.57 0.84
C -1.3386 1.1994 -1.0469 -2.55 1.41 1.94
S -2.3884 0.4756 -0.0313 -1.27 0.66 0.40
H -0.4671 0.4157 3.1546 -0.13 0.21 0.49
H -0.0442 2.4469 2.2646 0.21 -0.48 -0.17
H 1.8700 0.2619 -0.1094 3.41 0.68 -0.81
H -0.6584 -1.3690 -0.0583 1.16 1.14 -2.55
H 0.4509 -1.2886 -1.6236 1.27 -1.94 -1.15
H 0.3624 0.8074 -2.1710 0.80 0.36 -0.47
H -1.5742 2.2123 -1.4021 0.20 -0.53 -0.39